Entry 1:
DFT (the ωB97M-V functional and the def2-TZVPD basis) results for one molecule with the formula C4H8O3.

```
15
Properties=species:S:1:pos:R:3
C -1.591 -1.535 0.442
C -0.310 0.398 0.305
C 0.937 -0.571 0.153
C -0.157 1.667 -0.532
O -1.342 -0.352 -0.163
O 2.101 -0.504 0.945
O 1.327 -0.858 -1.086
H -2.599 -1.852 0.491
H -1.045 -1.615 1.319
H -0.396 0.783 1.368
H -0.279 1.591 -1.635
H 0.902 2.215 -0.361
H -0.978 2.368 -0.085
H 2.836 -0.630 0.426
H 0.594 -1.104 -1.587
```

- HOMO energy (spin up / spin down) (eV) = -6.86 / -7.89
- Kohn-Sham gap (spin up / spin down) (eV) = 7.337 / 8.656
- largest force on an atom (eV/A) = 5.108

Atomic partial charges in e from the natural (NBO) method, atoms 1 to 4:
1 C -0.079
2 C 0.006
3 C 0.501
4 C -0.633

Entry 2:
DFT (the ωB97M-V functional and the def2-TZVPD basis) results for a 2-piece molecular cluster, C15H31NO7 overall.

```
54
Properties=species:S:1:pos:R:3
C 3.882 0.084 0.999
C 4.010 1.606 0.996
O 2.821 2.258 0.569
C 1.955 2.442 1.660
C 0.716 3.240 1.276
O 0.382 3.068 -0.093
C -0.691 3.805 -0.412
O -0.608 4.931 -0.653
O -1.859 3.145 -0.487
C -2.818 3.582 0.495
C -3.593 2.357 1.009
C -2.615 1.187 1.251
C -3.076 0.208 2.326
O -3.893 -0.858 1.817
C -3.185 -2.032 1.748
C -2.660 -2.431 0.413
O -3.039 -2.681 2.692
H 4.875 -0.319 0.826
H 3.497 -0.279 1.944
H 3.251 -0.242 0.170
H 4.802 1.948 0.340
H 4.305 1.909 2.003
H 2.414 2.961 2.504
H 1.636 1.456 2.014
H 0.854 4.286 1.545
H -0.083 2.882 1.927
H -2.357 4.133 1.307
H -3.527 4.237 -0.001
H -4.047 2.607 1.959
H -4.317 2.026 0.273
H -1.698 1.626 1.640
H -2.322 0.689 0.337
H -3.570 0.746 3.128
H -2.177 -0.223 2.763
H -2.049 -3.317 0.475
H -3.521 -2.592 -0.233
H -2.073 -1.647 -0.060
C 1.262 -0.780 -1.823
O 1.279 -1.939 -1.007
C 0.469 -3.007 -1.459
C 1.090 -3.863 -2.575
C 1.069 -3.196 -3.948
N 2.466 -4.257 -2.261
H 0.280 -0.609 -2.274
H 2.025 -0.849 -2.601
H 1.508 0.078 -1.196
H 0.325 -3.650 -0.586
H -0.525 -2.638 -1.747
H 0.487 -4.773 -2.650
H 1.849 -2.442 -4.053
H 1.240 -3.939 -4.727
H 0.105 -2.722 -4.143
H 2.467 -4.800 -1.402
H 2.979 -3.413 -2.018
```

- structure (SMILES) = CCOCCOC(=O)OCCCCOC(C)=O.COC[C@@H](C)N
- HOMO energy (eV) = -9.34
- Kohn-Sham gap (eV) = 9.895
- largest force on an atom (eV/A) = 4.332

Atomic partial charges in e from the natural (NBO) method, atoms 1 to 4:
1 C -0.644
2 C -0.063
3 O -0.521
4 C -0.072

Entry 3:
DFT (the ωB97M-V functional and the def2-TZVPD basis) results for a 3-piece molecular cluster, C2H11N2O2 overall.

```
17
Properties=species:S:1:pos:R:3
C 0.633 2.550 -0.004
N 0.806 1.215 -0.524
C 2.082 0.654 -0.435
N 2.278 -0.632 -0.932
H 1.187 2.696 0.931
H 0.986 3.283 -0.724
H -0.423 2.702 0.206
H 0.025 0.582 -0.504
H 2.875 1.360 -0.256
H 1.435 -1.161 -1.044
H 3.139 -0.870 -1.379
H -4.254 -2.638 1.696
H -3.272 -2.709 2.925
O -3.360 -2.848 1.976
H -1.019 -2.051 -0.421
H -2.029 -1.020 -0.854
O -1.090 -1.112 -0.656
```

- expectation value of S² = 0.7530
- HOMO energy (spin up / spin down) (eV) = -4.42 / -8.18
- 2S+1 = 2
- Kohn-Sham gap (spin up / spin down) (eV) = 4.936 / 8.701
- largest force on an atom (eV/A) = 0.886

Atomic partial charges in e from the natural (NBO) method, atoms 1 to 4:
1 C -0.403
2 N -0.649
3 C 0.026
4 N -0.863